{"formula": "C32H48O24", "method": "ωB97M-V/def2-TZVPD", "relative_energy_kj_mol": 439.8, "homo_energy_ev": -10.329, "smiles": "C[C@H]1COC(=O)O1.C[C@H]1COC(=O)O1.C[C@H]1COC(=O)O1.C[C@H]1COC(=O)O1.C[C@H]1COC(=O)O1.C[C@H]1COC(=O)O1.C[C@H]1COC(=O)O1.C[C@H]1COC(=O)O1", "orbital_gap_ev": 10.23, "symbols": ["C", "C", "C", "O", "C", "O", "O", "H", "H", "H", "H", "H", "H", "C", "C", "C", "O", "C", "O", "O", "H", "H", "H", "H", "H", "H", "C", "C", "C", "O", "C", "O", "O", "H", "H", "H", "H", "H", "H", "C", "C", "C", "O", "C", "O", "O", "H", "H", "H", "H", "H", "H", "C", "C", "C", "O", "C", "O", "O", "H", "H", "H", "H", "H", "H", "C", "C", "C", "O", "C", "O", "O", "H", "H", "H", "H", "H", "H", "C", "C", "C", "O", "C", "O", "O", "H", "H", "H", "H", "H", "H", "C", "C", "C", "O", "C", "O", "O", "H", "H", "H", "H", "H", "H"], "coordinates": [[-1.00702, 7.65489, -1.09356], [-2.46319, 7.49472, -0.68240], [-2.77256, 8.27417, 0.54945], [-3.72387, 9.23356, 0.24785], [-4.01004, 9.09888, -1.03789], [-4.88735, 9.81120, -1.55738], [-3.27439, 8.14441, -1.59391], [-0.41478, 6.98909, -0.46582], [-0.74993, 8.71381, -1.11988], [-0.85886, 7.42057, -2.14772], [-2.77899, 6.45147, -0.68614], [-1.87494, 8.76461, 0.92606], [-3.05179, 7.67247, 1.41437], [2.57325, -5.19828, -2.98468], [2.58739, -4.03354, -4.00315], [2.76687, -4.44574, -5.49580], [1.67325, -3.79409, -6.14660], [0.87730, -3.28842, -5.22056], [-0.22692, -2.80933, -5.50633], [1.29836, -3.47438, -3.97521], [1.79486, -5.94533, -3.13999], [2.30818, -4.75263, -2.02592], [3.56234, -5.61243, -2.78903], [3.40430, -3.33488, -3.82244], [2.80180, -5.51083, -5.72488], [3.73143, -4.06485, -5.83142], [-3.46193, 3.22687, -4.82750], [-4.45180, 4.29099, -5.42571], [-4.05290, 4.83656, -6.78232], [-5.26305, 4.71313, -7.50113], [-6.15407, 4.04195, -6.85377], [-7.26059, 3.74420, -7.28730], [-5.65542, 3.60244, -5.67408], [-3.30078, 2.41839, -5.54058], [-3.95057, 2.76511, -3.96954], [-2.50988, 3.62154, -4.47263], [-4.56998, 5.10247, -4.70763], [-3.26453, 4.16419, -7.12067], [-3.64203, 5.84173, -6.68783], [-8.04007, -1.87960, -2.55289], [-8.99872, -1.31826, -3.61893], [-8.82158, -1.65200, -5.10127], [-10.13982, -1.73470, -5.56871], [-10.99572, -1.83106, -4.52502], [-12.21852, -1.88592, -4.62983], [-10.35085, -1.70808, -3.39148], [-8.40548, -1.66898, -1.54779], [-7.00563, -1.53619, -2.56288], [-7.95844, -2.95501, -2.71085], [-8.93200, -0.23257, -3.54859], [-8.29376, -2.60420, -5.15433], [-8.26859, -0.85253, -5.59437], [-10.77141, 8.26104, -6.12835], [-11.54478, 8.89209, -7.26471], [-10.93780, 8.51908, -8.61820], [-12.05629, 7.95915, -9.35001], [-13.13520, 7.92445, -8.60775], [-14.23225, 7.55446, -9.06740], [-12.85373, 8.34362, -7.34855], [-11.25775, 8.48069, -5.17791], [-9.80853, 8.74013, -5.95107], [-10.61167, 7.18904, -6.24407], [-11.66478, 9.96594, -7.12128], [-10.06874, 7.86959, -8.51329], [-10.53497, 9.37735, -9.15596], [3.54518, -0.65493, 1.53480], [3.02009, 0.70265, 0.96596], [2.08389, 0.50598, -0.26897], [0.96486, 1.25589, 0.06199], [0.99884, 1.67173, 1.32827], [0.18644, 2.40489, 1.87146], [2.11822, 1.27955, 1.93134], [4.03928, -0.44050, 2.48242], [4.28189, -1.15558, 0.90657], [2.69636, -1.22172, 1.91739], [3.73752, 1.49566, 0.75495], [1.77388, -0.52979, -0.40735], [2.54509, 0.96599, -1.14292], [-5.21760, -1.27599, -12.10801], [-4.03386, -0.29172, -12.00047], [-4.00839, 0.44955, -10.67278], [-2.60607, 0.32310, -10.38561], [-1.98713, -0.64429, -11.22605], [-0.79243, -0.98782, -11.17614], [-2.87487, -1.03808, -12.16916], [-5.32623, -1.94921, -11.25768], [-5.04316, -1.86882, -13.00591], [-6.15532, -0.72372, -12.16937], [-3.94917, 0.41286, -12.82781], [-4.54529, 0.04286, -9.81578], [-4.24668, 1.50544, -10.80098], [-6.03449, 10.04304, -11.74728], [-5.58232, 11.18741, -10.87074], [-5.75392, 12.52627, -11.42720], [-6.27287, 13.29619, -10.33509], [-6.74247, 12.43688, -9.43861], [-7.34236, 12.63604, -8.37192], [-6.54113, 11.22361, -9.87769], [-6.97396, 10.22507, -12.26917], [-6.13989, 9.08677, -11.23490], [-5.37135, 10.05352, -12.61228], [-4.61640, 10.99492, -10.40377], [-6.34849, 12.66460, -12.33023], [-4.80688, 12.98265, -11.71516]], "atomic_forces_ev_per_a": [[-0.5, -0.2, -0.8], [1.0, -0.4, -0.3], [1.8, -0.6, 3.3], [-0.2, 0.0, 0.2], [-3.8, 3.1, -1.6], [2.9, -2.5, 0.8], [-1.4, 0.8, -2.5], [0.4, 0.5, 0.0], [0.3, 0.0, 0.9], [-0.2, -0.7, 0.0], [0.1, -0.1, 0.3], [0.2, 0.3, -0.2], [-0.6, -0.2, -0.2], [0.3, 1.2, 0.6], [0.7, -2.6, -0.3], [0.7, 0.1, 0.4], [1.2, -0.4, -0.1], [-5.1, 1.3, -1.4], [3.0, -0.9, 1.0], [0.3, 0.8, 0.2], [0.3, 0.0, -0.6], [-0.1, 0.2, 0.1], [0.0, -0.3, -0.5], [-0.4, 0.4, 0.6], [-0.6, -0.1, 0.2], [-0.2, 0.3, -0.4], [-0.9, 0.5, -0.1], [2.0, -1.0, 1.5], [0.8, -0.8, 1.2], [1.5, 2.0, -2.1], [-3.6, -2.5, 0.0], [2.3, 0.8, 1.0], [-0.9, 0.4, 0.0], [0.1, 0.1, -0.2], [0.0, 0.1, 0.1], [0.0, 0.2, -0.3], [-0.5, -0.1, 0.1], [-0.2, 0.1, -0.9], [-0.5, 0.1, -0.5], [-0.4, -0.8, -0.6], [1.1, 1.2, 0.4], [1.1, -0.2, 1.2], [-0.6, -0.3, -0.6], [-3.5, 0.7, -1.2], [3.1, -0.3, 0.1], [0.5, -0.3, 1.7], [-0.2, -0.1, -0.1], [-0.2, 0.5, -0.5], [-0.2, -0.2, 0.3], [-0.4, 0.2, 0.2], [-0.1, -0.2, -0.6], [-0.1, -0.2, -0.3], [-0.1, 0.6, 0.9], [0.7, -0.4, 0.0], [0.0, 0.7, -0.3], [2.1, 0.2, -0.7], [-3.6, -1.0, -0.8], [3.3, 1.2, 2.1], [-1.2, -0.4, -0.2], [-0.4, -0.4, 0.0], [0.2, 0.1, -0.6], [-0.2, 0.1, -0.1], [0.2, 0.0, 0.0], [-0.5, -0.7, -0.1], [-0.4, 0.1, -0.1], [0.1, 1.9, 0.9], [-0.6, -1.4, -0.1], [1.4, 0.0, 0.5], [-1.6, 0.8, -0.1], [-1.5, 2.4, 1.5], [1.2, -1.7, -1.4], [0.6, -0.5, 0.1], [0.4, 0.2, -0.1], [-0.5, -0.2, -0.2], [-0.1, -0.4, -0.9], [0.5, -0.5, 0.1], [0.3, 0.0, -0.2], [-0.1, -0.5, -0.2], [0.2, 0.7, -0.6], [-3.0, -0.5, -0.6], [1.7, -0.2, -0.3], [1.8, -1.2, -0.5], [3.0, 0.4, 0.4], [-4.6, 1.3, 0.2], [2.1, -0.5, 1.8], [0.5, 0.1, 0.1], [-0.4, 0.0, 0.0], [0.0, 0.0, -0.3], [-0.9, 0.2, 0.0], [-0.3, -0.3, -0.4], [0.0, -0.1, 0.1], [0.5, 0.3, -1.6], [-0.9, -2.3, -0.6], [1.5, 2.6, -1.4], [0.1, 0.9, 0.0], [-2.6, 0.6, 3.8], [1.8, 0.4, -3.1], [-0.9, -1.9, 2.1], [-0.4, 0.4, 0.6], [0.5, 0.1, -0.1], [0.5, -0.9, 0.1], [0.2, 0.1, -0.2], [-0.7, -0.5, 0.3], [0.2, 0.0, 0.2]], "mulliken_charge": [-1.480, 0.512, -0.508, -0.312, 0.690, -0.604, -0.339, 0.384, 0.388, 0.360, 0.314, 0.281, 0.313, -1.354, 0.460, -0.422, -0.292, 0.654, -0.597, -0.331, 0.344, 0.344, 0.388, 0.252, 0.257, 0.297, -1.433, 0.421, -0.374, -0.321, 0.725, -0.602, -0.335, 0.376, 0.340, 0.376, 0.251, 0.261, 0.315, -1.377, 0.459, -0.355, -0.306, 0.670, -0.572, -0.335, 0.330, 0.369, 0.344, 0.208, 0.287, 0.277, -1.468, 0.556, -0.380, -0.325, 0.702, -0.595, -0.353, 0.357, 0.399, 0.370, 0.229, 0.264, 0.244, -1.345, 0.330, -0.425, -0.302, 0.682, -0.582, -0.354, 0.359, 0.359, 0.366, 0.344, 0.293, 0.276, -1.383, 0.470, -0.396, -0.295, 0.611, -0.569, -0.319, 0.349, 0.359, 0.378, 0.274, 0.260, 0.260, -1.485, 0.556, -0.517, -0.330, 0.699, -0.602, -0.292, 0.370, 0.335, 0.400, 0.286, 0.287, 0.292]}